Entry 1:
The following is a quantum chemistry calculation of a single C4H10N2O2 molecule at a distorted geometry, from OMol25.

As for the SMILES: NC(=O)C[C@@H](N)CO. The calculation puts the orbital gap at 10.00 eV. Its energy relative to the best compared isomer or geometry (same formula, charge and spin) is 64.6 kcal per mole.

Each line ends with the Löwdin charge.
CARTESIAN COORDINATES (ANGSTROEM)
N1 1.10 -2.39 0.15  0.1518
C1 1.13 -1.09 0.72  -0.5741
O1 1.27 -0.90 1.89  0.0762
C2 1.03 0.02 -0.25  -0.1208
C3 -0.48 0.35 -0.24  -0.2587
N2 -1.01 0.92 1.18  0.0658
C4 -0.67 1.49 -1.40  -0.2568
O2 -2.00 1.44 -1.83  -0.1185
H1 1.16 -3.14 0.74  0.0420
H2 1.10 -2.84 -0.78  0.1227
H3 1.47 0.95 0.19  0.1430
H4 1.50 -0.19 -1.21  0.1171
H5 -1.19 -0.46 -0.62  0.1509
H6 -1.13 0.14 1.88  0.0878
H7 -0.58 1.72 1.38  -0.0034
H8 -0.42 2.48 -1.04  0.1019
H9 -0.02 1.21 -2.29  0.1297
H10 -2.61 1.52 -0.99  0.1434

***

Entry 2:
The following is a quantum chemistry calculation of 2 unconnected molecules or ions with the total composition C20H20BF3NO at a distorted geometry, from OMol25.

The calculation puts the orbital gap at 7.22 eV. Its energy relative to the best compared isomer or geometry (same formula, charge and spin) is 0.2 kcal per mole. As for the charge: +1.

Each line ends with the Löwdin charge.
CARTESIAN COORDINATES (ANGSTROEM)
C1 -5.42 -1.28 -0.72  -0.0133
O1 -4.55 -2.12 -1.50  -0.0476
C2 -3.21 -2.14 -1.30  -0.1964
C3 -2.49 -3.05 -2.11  0.0658
C4 -1.13 -3.12 -2.03  0.0085
N1 -0.46 -2.34 -1.13  -0.0359
B1 1.00 -2.36 -1.07  0.0727
H1 1.75 -0.82 1.08  0.0782
C5 -1.14 -1.50 -0.29  0.0030
C6 -2.49 -1.32 -0.37  0.0752
H2 -6.41 -1.53 -1.08  0.1033
H3 -5.33 -1.53 0.35  0.1087
H4 -5.20 -0.23 -0.93  0.1028
H5 -3.04 -3.68 -2.82  0.1488
H6 -0.55 -3.79 -2.65  0.1528
H7 1.46 -3.08 -0.24  0.0737
H8 1.54 -1.57 -1.78  0.0774
H9 -0.50 -0.97 0.43  0.1305
H10 -2.95 -0.56 0.28  0.1314
F1 -3.06 4.20 0.96  0.1289
C7 -2.98 2.88 1.31  -0.5193
F2 -3.65 2.71 2.48  0.1276
F3 -3.67 2.16 0.35  0.0953
C8 -1.57 2.38 1.37  -0.1447
C9 -1.08 1.83 2.54  0.0029
C10 0.17 1.23 2.51  -0.0243
C11 0.91 1.12 1.34  -0.2065
C12 2.11 0.16 1.38  -0.0962
C13 3.36 0.46 0.55  -0.2175
C14 4.37 -0.52 0.53  -0.0560
C15 5.46 -0.39 -0.33  -0.0789
C16 5.58 0.74 -1.15  -0.0795
C17 4.63 1.76 -1.05  -0.0703
C18 3.54 1.64 -0.17  -0.0480
C19 0.42 1.76 0.18  -0.0336
C20 -0.82 2.40 0.19  0.0031
H11 -1.67 1.89 3.45  0.1281
H12 0.53 0.76 3.43  0.1221
H13 2.39 -0.06 2.43  0.1353
H14 4.26 -1.43 1.12  0.1165
H15 6.21 -1.19 -0.41  0.1085
H16 6.38 0.80 -1.90  0.1100
H17 4.71 2.66 -1.67  0.1094
H18 2.82 2.45 -0.09  0.1015
H19 0.97 1.69 -0.76  0.1128
H20 -1.19 2.91 -0.70  0.1336

***

Entry 3:
The following is a quantum chemistry calculation of 7 unconnected molecules or ions with the total composition C22H41Cl12F4N4O5P2 at a distorted geometry, from OMol25.

The calculation puts the orbital gap at 8.65 eV. As for the charge: +1.

Each line ends with the Löwdin charge.
CARTESIAN COORDINATES (ANGSTROEM)
C1 4.14 2.31 1.70  -0.1695
C2 3.66 0.85 1.62  -0.3980
P1 1.91 0.59 1.11  0.9976
C3 1.92 -1.04 0.30  -0.2432
N1 1.49 1.83 -0.11  -0.0834
C4 0.30 2.50 -0.03  -0.3666
N2 -0.64 2.29 0.90  0.0532
P2 -2.12 3.08 1.03  0.3665
O1 -3.11 2.18 1.62  -0.2493
O2 -2.50 3.48 -0.44  -0.0816
O3 -1.89 4.36 1.94  -0.0906
N3 0.21 3.41 -1.00  0.2443
C5 1.31 3.30 -1.70  -0.1381
C6 1.56 4.20 -2.88  -0.4017
F1 2.47 3.67 -3.73  0.1435
F2 2.07 5.36 -2.43  0.1555
C7 0.27 4.51 -3.65  -0.3122
F3 -0.20 3.33 -4.12  0.1095
F4 0.60 5.28 -4.69  0.1289
N4 2.11 2.35 -1.22  0.0336
C8 3.40 1.90 -1.74  -0.0532
C9 3.23 1.00 -3.00  -0.0493
C10 3.56 -0.45 -2.75  -0.5245
O4 2.74 -1.32 -2.81  0.1444
O5 4.86 -0.71 -2.46  0.0961
H1 3.35 3.02 1.46  0.0196
H2 4.51 2.53 2.70  0.0720
H3 4.99 2.46 1.04  0.0714
H4 4.30 0.33 0.90  0.0632
H5 3.77 0.32 2.56  0.0899
H6 1.64 -1.73 1.09  0.0502
H7 2.87 -1.31 -0.17  0.0336
H8 1.10 -1.05 -0.42  0.0415
H9 -0.47 1.59 1.62  0.0754
H10 -3.34 3.95 -0.44  0.1111
H11 -2.76 4.61 2.29  0.1046
H12 -0.47 5.00 -3.02  0.1712
H13 3.96 2.79 -2.00  0.1388
H14 3.96 1.36 -0.98  0.1076
H15 2.20 1.05 -3.33  0.1300
H16 3.83 1.42 -3.81  0.1320
H17 5.40 -0.26 -3.12  0.1287
Cl1 -5.99 3.20 4.23  0.5413
C11 -5.72 1.46 3.97  -0.6893
C12 -5.97 0.66 5.22  -0.6587
Cl2 -4.74 0.98 6.47  0.5418
H18 -4.70 1.33 3.61  0.0375
H19 -6.40 1.15 3.18  0.0757
H20 -5.92 -0.41 4.98  0.0641
H21 -6.95 0.87 5.64  0.0717
Cl3 -4.67 -3.31 2.30  0.5585
C13 -4.17 -1.60 2.47  -0.6683
C14 -3.62 -1.03 1.19  -0.6842
Cl4 -2.04 -1.75 0.77  0.5324
H22 -3.45 -1.55 3.28  0.0724
H23 -5.06 -1.04 2.76  0.0474
H24 -3.45 0.03 1.30  0.0268
H25 -4.31 -1.19 0.36  -0.0482
Cl5 7.30 -3.86 -3.96  0.5360
C15 5.75 -4.33 -4.71  -0.6612
C16 4.66 -4.47 -3.68  -0.6645
Cl6 4.94 -5.87 -2.62  0.5617
H26 5.91 -5.26 -5.26  0.0690
H27 5.49 -3.55 -5.42  0.0698
H28 3.70 -4.63 -4.18  0.0763
H29 4.58 -3.58 -3.06  0.0440
Cl7 1.40 1.52 6.46  0.5566
C17 0.66 3.07 5.99  -0.6549
C18 0.12 3.02 4.58  -0.6208
Cl8 1.45 2.90 3.37  0.6036
H30 1.41 3.85 6.10  0.0719
H31 -0.16 3.26 6.68  0.0805
H32 -0.43 3.93 4.36  0.0682
H33 -0.54 2.17 4.44  0.0730
Cl9 0.85 -5.94 -0.11  0.5198
C19 1.32 -7.24 -1.24  -0.6697
C20 1.32 -8.60 -0.58  -0.6634
Cl10 2.61 -8.75 0.64  0.5395
H34 2.30 -6.99 -1.63  0.0270
H35 0.60 -7.23 -2.06  0.0731
H36 1.49 -9.36 -1.33  0.0737
H37 0.37 -8.80 -0.09  0.0679
Cl11 -6.22 -1.53 -0.77  0.6160
C21 -6.87 -0.93 -2.32  -0.6328
C22 -5.84 -0.98 -3.42  -0.6533
Cl12 -4.53 0.20 -3.14  0.5269
H38 -7.24 0.08 -2.16  0.0695
H39 -7.72 -1.57 -2.58  0.0773
H40 -6.30 -0.72 -4.37  0.0752
H41 -5.39 -1.96 -3.50  0.0708

***

Entry 4:
The following is a quantum chemistry calculation of a single C4H7N3 molecule, from OMol25.

The calculation puts the orbital gap at 7.41 eV. Its energy relative to the best compared isomer or geometry (same formula, charge and spin) is 120.5 kcal per mole.

Each line ends with the Löwdin charge.
CARTESIAN COORDINATES (ANGSTROEM)
C1 0.07 1.20 -0.17  -0.2542
N1 0.44 1.52 1.08  0.0665
C2 -0.88 0.20 -0.42  -0.2153
C3 0.77 0.03 -1.07  -0.2159
C4 1.64 -0.88 -0.58  0.0030
N2 -1.44 -0.56 0.66  -0.0321
N3 -2.51 -1.11 0.36  0.0765
H1 0.22 0.96 1.90  0.0860
H2 1.11 2.25 1.28  0.0912
H3 -2.86 -1.59 1.20  0.0607
H4 -1.42 0.13 -1.36  0.1243
H5 0.77 0.27 -2.13  0.1042
H6 2.41 -1.29 -1.22  0.0484
H7 1.65 -1.14 0.47  0.0566

***

> Among the records above, which one has the highest orbital gap?

C4H10N2O2

***

> Which value of orbital gap does entry 3 give?

8.65 eV

***

> Which value of orbital gap does entry 4 give?

7.41 eV

***

> The lowest orbital gap belongs to which entry?

C20H20BF3NO